82
Properties=species:S:1:pos:R:3:forces:R:3 method="wB97M-V/def2-TZVPD" multiplicity=1 relative_energy_kcal_mol=0.0 e_lumo_ev=2.27 largest_force_ev_per_a=0.5 e_homo_ev=-4.577 total_charge=-1
Al 3.139 -0.658 -0.609 0.46 -0.13 -0.10
C -4.183 0.723 2.915 -0.04 -0.06 0.01
S -4.927 -0.684 2.062 0.05 0.05 0.00
C -3.669 -0.947 0.785 -0.06 0.05 0.03
C -3.578 0.182 -0.231 0.03 -0.09 -0.04
C -2.500 -0.036 -1.293 0.01 -0.05 0.42
N -1.139 0.062 -0.739 0.23 -0.03 -0.42
P -0.256 1.586 -0.657 -0.02 -0.01 0.16
C -1.552 2.868 -0.957 -0.04 -0.10 -0.07
C -2.294 3.514 0.031 -0.02 -0.04 0.02
C -3.213 4.500 -0.302 0.01 -0.01 -0.03
C -3.404 4.857 -1.631 0.02 -0.01 0.03
C -2.660 4.237 -2.625 0.04 -0.04 0.04
C -1.732 3.261 -2.285 -0.02 -0.01 0.01
C -0.030 1.790 1.153 -0.03 0.03 -0.04
C 0.810 2.826 1.570 0.03 -0.02 -0.06
C 1.075 3.014 2.916 -0.02 -0.07 0.02
C 0.517 2.162 3.866 0.01 0.01 -0.03
C -0.300 1.121 3.457 0.00 -0.01 -0.06
C -0.568 0.934 2.104 -0.05 0.03 0.07
P 0.035 -1.194 -0.937 -0.31 0.09 0.06
C -0.811 -2.579 -0.072 -0.01 -0.02 -0.08
C -1.783 -3.399 -0.644 0.04 -0.05 0.02
C -2.451 -4.346 0.122 0.04 0.01 -0.02
C -2.159 -4.485 1.472 0.00 0.02 -0.02
C -1.181 -3.687 2.049 0.00 0.01 -0.02
C -0.508 -2.748 1.279 0.02 -0.01 -0.02
C -0.081 -1.683 -2.701 0.00 -0.01 0.03
C 0.245 -2.970 -3.132 -0.03 0.00 0.01
C 0.295 -3.271 -4.486 0.00 0.04 0.03
C 0.022 -2.291 -5.431 0.01 -0.01 0.03
C -0.295 -1.006 -5.015 0.00 0.00 0.07
C -0.335 -0.705 -3.660 -0.03 0.03 -0.04
H -4.754 0.883 3.829 0.01 0.02 0.00
H -4.224 1.629 2.311 0.02 0.01 0.02
H -3.147 0.506 3.176 -0.07 0.03 0.01
H -3.941 -1.887 0.303 0.01 0.02 0.01
H -2.712 -1.107 1.285 -0.07 -0.07 -0.07
H -3.361 1.118 0.281 -0.04 0.10 0.02
H -4.549 0.299 -0.723 0.00 0.02 0.00
H -2.649 0.688 -2.097 0.05 0.03 -0.03
H -2.623 -1.024 -1.739 0.03 -0.05 -0.05
H -2.150 3.245 1.072 0.00 0.00 -0.01
H -3.783 4.991 0.478 0.01 -0.01 -0.01
H -4.121 5.627 -1.889 0.00 -0.01 0.00
H -2.788 4.524 -3.661 0.01 -0.01 0.01
H -1.117 2.806 -3.055 -0.01 0.01 0.00
H 1.278 3.461 0.824 -0.01 -0.02 0.01
H 1.734 3.815 3.227 -0.01 0.03 0.01
H 0.735 2.304 4.917 0.00 -0.01 0.00
H -0.720 0.438 4.188 0.01 0.01 0.01
H -1.193 0.109 1.783 0.07 0.06 0.01
H -2.021 -3.308 -1.696 0.01 0.02 -0.02
H -3.205 -4.974 -0.337 0.01 0.01 0.00
H -2.685 -5.219 2.070 0.00 0.00 -0.01
H -0.932 -3.799 3.097 0.00 0.01 -0.01
H 0.271 -2.144 1.731 -0.06 -0.02 0.01
H 0.474 -3.739 -2.406 0.03 0.00 0.02
H 0.564 -4.272 -4.802 -0.01 0.00 0.01
H 0.073 -2.524 -6.487 -0.01 0.00 0.01
H -0.492 -0.229 -5.743 0.01 0.00 0.00
H -0.539 0.312 -3.347 -0.01 -0.01 0.00
Se 5.690 -0.544 -0.943 0.06 -0.20 0.27
Se 6.401 -2.780 -0.850 -0.14 0.11 0.04
Se 4.636 -3.748 -2.043 0.05 0.05 -0.08
Se 2.938 -3.106 -0.592 -0.17 0.05 0.05
O 4.703 2.229 -1.461 -0.24 -0.07 -0.03
S 3.291 1.922 -1.377 0.16 0.26 0.23
O 2.414 3.068 -1.423 0.03 -0.12 0.01
O 3.036 1.104 -0.070 0.00 0.23 -0.27
S 2.765 0.440 -2.692 -0.08 -0.10 0.11
C 6.025 0.861 2.696 -0.07 -0.01 -0.05
N 4.621 0.520 2.559 0.00 0.03 -0.14
C 4.182 -0.710 2.305 -0.12 0.15 0.07
N 5.038 -1.735 2.351 -0.01 -0.20 0.06
S 2.520 -0.972 1.985 0.10 0.12 -0.12
H 6.099 1.922 2.921 0.00 0.00 0.01
H 6.565 0.662 1.767 0.04 -0.03 -0.03
H 6.469 0.301 3.521 0.00 0.00 -0.02
H 3.972 1.241 2.275 -0.02 0.00 0.04
H 6.012 -1.564 2.151 0.01 0.02 -0.06
H 4.670 -2.592 1.959 0.06 -0.05 -0.04